18
Properties=species:S:1:pos:R:3:forces:R:3 method="wB97M-V/def2-TZVPD" fmax_ev_per_a=1.15 total_energy_ha=-632.998959 relative_energy_kj_mol=73.9 smiles=CCO.CCS
C -1.4237 0.7902 -1.4329 0.7 -0.1 -0.2
C -2.3872 1.1071 -0.3270 -0.4 -0.2 0.2
O -2.6467 -0.0549 0.4754 -0.6 -0.1 -0.2
H -0.4439 0.5628 -1.0282 0.2 0.1 0.2
H -1.7070 -0.1123 -1.9658 -0.4 0.0 -0.3
H -1.2851 1.6238 -2.1245 -0.2 0.0 -0.1
H -3.3255 1.4894 -0.7389 0.0 0.1 0.1
H -1.9797 1.8649 0.3440 0.0 0.0 0.0
H -3.4650 -0.4733 0.1507 0.7 0.3 0.2
C 1.6015 -1.7092 0.6511 -0.6 0.8 0.0
C 2.5543 -0.5831 1.0599 -0.8 0.0 -0.8
S 1.7158 1.0285 0.8437 -0.1 0.2 0.2
H 0.5947 -1.5212 1.0434 0.2 -0.2 0.3
H 1.9635 -2.6549 1.0218 0.1 -0.4 -0.1
H 1.4329 -1.7083 -0.4272 0.4 -0.2 0.0
H 2.8615 -0.6951 2.0856 0.2 0.1 0.3
H 3.3969 -0.5812 0.3912 0.6 0.0 0.1
H 2.5427 1.6270 -0.0222 0.1 -0.2 0.0